C36H43N6OPPd | ωB97M-V/def2-TZVPD

Its net charge is +4. The energy above the lowest of the compared OMol25 structures with the same formula, charge and spin is 64.7 kJ/mol. Its largest force on an atom is 1.6 eV/A. The highest occupied orbital energy (alpha / beta) is -18.3 / -18.3 eV. As for the lowest unoccupied orbital energy (alpha / beta): -13.176 / -13.419 eV.

Geometry (Å):
Pd (0.547, -0.180, -0.588)
C (2.332, -2.858, 2.508)
C (2.205, -1.726, 3.508)
C (2.923, -1.779, 4.681)
C (2.830, -0.759, 5.624)
C (1.994, 0.345, 5.415)
C (1.271, 0.441, 4.264)
C (1.345, -0.611, 3.315)
P (0.291, -0.574, 1.900)
C (-0.771, 0.866, 2.069)
C (-2.066, 0.708, 2.586)
C (-2.842, 1.813, 2.882)
C (-2.334, 3.081, 2.643)
C (-1.067, 3.240, 2.087)
C (-0.260, 2.154, 1.779)
C (1.105, 2.420, 1.182)
C (-0.803, -2.048, 1.980)
C (-1.191, -2.509, 3.194)
C (-2.203, -3.512, 3.296)
C (-2.867, -4.027, 2.179)
C (-2.474, -3.605, 0.937)
C (-1.389, -2.661, 0.799)
C (-0.895, -2.458, -0.435)
H (3.368, -3.186, 2.413)
H (1.981, -2.573, 1.516)
H (1.762, -3.734, 2.832)
H (3.576, -2.627, 4.862)
H (3.420, -0.818, 6.532)
H (1.910, 1.120, 6.165)
H (0.633, 1.297, 4.110)
H (-2.463, -0.276, 2.799)
H (-3.825, 1.686, 3.320)
H (-2.923, 3.955, 2.900)
H (-0.688, 4.240, 1.904)
H (1.288, 3.489, 1.101)
H (1.189, 2.015, 0.186)
H (1.911, 1.997, 1.784)
H (-0.761, -2.096, 4.100)
H (-2.482, -3.869, 4.285)
H (-3.656, -4.760, 2.293)
H (-2.929, -4.023, 0.043)
H (-1.366, -2.915, -1.307)
H (0.101, -2.019, -0.593)
N (0.385, -1.203, -6.141)
C (1.601, -1.604, -5.335)
C (1.225, -1.725, -3.863)
N (0.630, -0.490, -3.309)
C (-0.554, -0.113, -4.113)
C (-0.235, 0.066, -5.593)
H (-0.303, -1.956, -6.128)
H (0.640, -1.076, -7.122)
H (2.348, -0.831, -5.492)
H (1.987, -2.542, -5.728)
H (2.119, -1.997, -3.308)
H (0.499, -2.534, -3.738)
H (1.315, 0.253, -3.380)
H (-0.981, 0.810, -3.736)
H (-1.308, -0.895, -3.990)
H (0.491, 0.859, -5.750)
H (-1.126, 0.294, -6.170)
N (5.122, -4.583, 0.320)
C (4.852, -3.512, -0.011)
C (4.437, -2.175, -0.365)
C (5.333, -1.127, -0.556)
C (4.829, 0.128, -0.868)
C (3.464, 0.302, -0.960)
N (2.595, -0.713, -0.767)
C (3.083, -1.928, -0.482)
H (6.401, -1.296, -0.461)
H (5.491, 0.971, -1.028)
H (3.046, 1.268, -1.201)
H (2.380, -2.737, -0.356)
N (-1.083, 1.148, -1.012)
C (-1.973, 1.885, -1.179)
N (-2.950, 2.711, -1.348)
C (-4.178, 2.684, -0.494)
C (-4.457, 4.097, -0.044)
O (-4.565, 4.966, -1.159)
C (-3.360, 5.047, -1.905)
C (-2.985, 3.697, -2.472)
H (-4.026, 2.012, 0.346)
H (-5.010, 2.327, -1.103)
H (-3.661, 4.440, 0.630)
H (-5.408, 4.128, 0.478)
H (-2.545, 5.436, -1.283)
H (-3.538, 5.737, -2.722)
H (-2.013, 3.735, -2.961)
H (-3.743, 3.376, -3.187)

Mulliken population analysis, charges in e, atoms 1 to 5: Pd 0.47; C -1.03; C 1.16; C -0.78; C -0.76